<one>
A 2-piece molecular cluster, C4H12N4S overall, computed with ωB97M-V/def2-TZVPD.

Calculated values
- E_HOMO: -16.96 eV
- Charge: +2
- LUMO level: -10.53 eV
- Gap between HOMO and LUMO: 0.237 Eh

Each atom is followed by the atoms it is bonded to, with distances in Å.
CARTESIAN COORDINATES (ANGSTROEM)
1 C 1.1986 -0.5077 0.5212  N5 1.267, N8 1.331
2 C -1.2962 -0.7835 0.0168  N6 1.326, N7 1.381
3 C -1.5662 1.5984 -0.2285  N6 1.426, H10 1.077, H11 1.045, H12 1.064
4 C 3.1889 0.5275 -0.5677  N8 1.490, H13 1.093, H14 1.067, H15 1.050
5 N 1.6342 -0.7699 1.6818  C1 1.267, H16 1.003, H17 1.050
6 N -2.0825 0.2713 -0.1487  C2 1.326, C3 1.426, S9 1.873
7 N -1.6772 -2.0857 -0.2399  C2 1.381, H18 1.006, H19 0.995
8 N 1.8321 -0.0884 -0.5712  C1 1.331, C4 1.490, H20 1.058
9 S -3.9160 0.0131 0.1318  N6 1.873, H21 1.464
10 H -0.9002 1.7707 -1.0570  C3 1.077
11 H -2.4161 2.1601 -0.4604  C3 1.045
12 H -1.1685 1.9899 0.6768  C3 1.064
13 H 2.9463 1.4978 -0.1264  C4 1.093
14 H 3.4322 0.6729 -1.5964  C4 1.067
15 H 3.7408 -0.1862 -0.0300  C4 1.050
16 H 0.9764 -0.9322 2.4219  N5 1.003
17 H 2.6246 -0.8948 2.0065  N5 1.050
18 H -1.0733 -2.8790 -0.1032  N7 1.006
19 H -2.6359 -2.2881 -0.4109  N7 0.995
20 H 1.3508 -0.4096 -1.4569  N8 1.058
21 H -4.1930 1.3235 -0.4595  S9 1.464

Taken from the Mulliken analysis, the atomic charges in e are:
1. C 0.4561
2. C 0.4617
3. C -0.6009
4. C -0.8677
5. N -0.2700
6. N -0.1720
7. N -0.3279
8. N -0.1918
9. S -0.0159
10. H 0.3526
11. H 0.1657
12. H 0.3398
13. H 0.3383
14. H 0.3494
15. H 0.3660
16. H 0.2834
17. H 0.2690
18. H 0.2539
19. H 0.1858
20. H 0.3541
21. H 0.2708

<two>
A 2-piece molecular cluster, C4H12N4S overall, computed with ωB97M-V/def2-TZVPD.

Calculated values
- E_HOMO (spin up / spin down): -15.74 / -15.74 eV
- Charge: +2
- LUMO level (spin up / spin down): -9.02 / -9.02 eV
- Gap between HOMO and LUMO (spin up / spin down): 0.247 / 0.247 Eh

Each atom is followed by the atoms it is bonded to, with distances in Å.
CARTESIAN COORDINATES (ANGSTROEM)
1 C -1.9072 2.6697 -2.2032  S9 1.534, H10 1.142
2 C -0.4146 -0.4551 0.2065  N5 1.303, N6 1.382, H11 1.074
3 C 0.5682 1.9177 0.2382  N6 1.469, H12 1.127, H13 1.032, H14 1.092
4 C 1.8069 -3.1002 1.0586  N8 1.403, H15 1.023, H16 1.087, H17 1.155
5 N 0.6722 -1.1320 0.4474  C2 1.303, N8 1.327, H18 1.052
6 N -0.4759 0.9111 0.0051  C2 1.382, C3 1.469, N7 1.393
7 N -1.6431 1.4250 -0.5558  N6 1.393, H19 1.081, H20 1.026
8 N 0.6766 -2.4566 0.5334  C4 1.403, N5 1.327, H21 1.005
9 S -2.6921 3.9624 -1.9474  C1 1.534
10 H -1.2814 2.0188 -2.9024  C1 1.142
11 H -1.2287 -1.1518 0.1360  C2 1.074
12 H 1.5328 1.3863 0.4766  C3 1.127
13 H 0.5395 2.5551 -0.5723  C3 1.032
14 H 0.5332 2.5379 1.1363  C3 1.092
15 H 2.2365 -2.5909 1.8353  C4 1.023
16 H 1.5699 -4.1067 1.3934  C4 1.087
17 H 2.5533 -3.4006 0.2304  C4 1.155
18 H 1.5666 -0.5837 0.5310  N5 1.052
19 H -2.1081 1.8085 0.3411  N7 1.081
20 H -2.3069 0.7380 -0.9294  N7 1.026
21 H -0.1976 -2.9528 0.5411  N8 1.005

Taken from the Mulliken analysis, the atomic charges in e are:
1. C 0.2460
2. C 0.1991
3. C -0.7769
4. C -0.9288
5. N 0.2198
6. N 0.1598
7. N -0.7514
8. N -0.4762
9. S 0.0976
10. H 0.3876
11. H 0.3463
12. H 0.2778
13. H 0.3308
14. H 0.3316
15. H 0.3575
16. H 0.3720
17. H 0.2869
18. H 0.3123
19. H 0.3812
20. H 0.3470
21. H 0.2800

Which of them is most stable, and which least? Most stable: <one>; least stable: <two>.

<one>
A 2-piece molecular cluster, C10H17N2 overall, computed with ωB97M-V/def2-TZVPD.

Calculated values
- E_HOMO (spin up / spin down): -12.26 / -12.26 eV
- Charge: +1
- LUMO level (spin up / spin down): -3.77 / -3.77 eV
- Gap between HOMO and LUMO (spin up / spin down): 0.312 / 0.312 Eh

Each atom is followed by the atoms it is bonded to, with distances in Å.
CARTESIAN COORDINATES (ANGSTROEM)
1 C -3.9646 -0.2907 -0.2827  C2 1.386, C3 1.386, H13 1.078
2 C -3.4002 0.0529 0.9355  C1 1.386, C4 1.384, H14 1.078
3 C -3.2019 -0.2338 -1.4384  C1 1.386, C5 1.382, H15 1.077
4 C -2.0721 0.4349 1.0030  C2 1.384, C6 1.392, H16 1.080
5 C -1.8770 0.1540 -1.3772  C3 1.382, C6 1.398, H17 1.081
6 C -1.2904 0.4707 -0.1480  C4 1.392, C5 1.398, C10 1.479
7 C 1.2127 -1.0257 -1.1979  N12 1.482, H18 1.090, H19 1.089, H20 1.089
8 C 0.7206 -1.1266 1.1534  N12 1.475, H21 1.089, H22 1.090, H23 1.088
9 C 2.4747 0.2991 0.3675  N12 1.477, H24 1.092, H25 1.089, H26 1.088
10 C 0.1341 0.8677 -0.1326  C6 1.479, N11 1.363, N12 1.501
11 N 0.5008 1.7941 -1.0629  C10 1.363, H28 1.007, H29 1.008
12 N 1.1341 -0.2355 0.0537  C7 1.482, C8 1.475, C9 1.477, C10 1.501
13 H -4.9997 -0.5873 -0.3378  C1 1.078
14 H -3.9944 0.0274 1.8341  C2 1.078
15 H -3.6372 -0.4913 -2.3897  C3 1.077
16 H -1.6330 0.7415 1.9411  C4 1.080
17 H -1.2895 0.2095 -2.2823  C5 1.081
18 H 0.2580 -1.5162 -1.3864  C7 1.090
19 H 1.4508 -0.3742 -2.0372  C7 1.089
20 H 1.9871 -1.7856 -1.1041  C7 1.089
21 H 1.4605 -1.9148 1.2830  C8 1.089
22 H 0.6422 -0.5452 2.0722  C8 1.090
23 H -0.2466 -1.5779 0.9403  C8 1.088
24 H 2.3865 0.9984 1.2010  C9 1.092
25 H 3.1387 -0.5159 0.6512  C9 1.089
26 H 2.9078 0.8057 -0.4927  C9 1.088
27 H 0.4981 1.6501 1.7625  no bonds
28 H 1.4308 2.1795 -1.0400  N11 1.007
29 H -0.2073 2.4810 -1.2724  N11 1.008

Taken from the Mulliken analysis, the atomic charges in e are:
1. C -0.4423
2. C -0.7173
3. C -0.7615
4. C -0.2458
5. C -0.3944
6. C 0.1276
7. C -0.9710
8. C -0.8743
9. C -1.0011
10. C 0.0987
11. N -0.3169
12. N 0.0842
13. H 0.4156
14. H 0.4223
15. H 0.4120
16. H 0.3531
17. H 0.4998
18. H 0.4330
19. H 0.4228
20. H 0.4063
21. H 0.3849
22. H 0.3935
23. H 0.4111
24. H 0.4279
25. H 0.3875
26. H 0.4413
27. H 0.1164
28. H 0.1790
29. H 0.3074

<two>
An isolated ion of composition C10H17N2 and charge +1, computed with ωB97M-V/def2-TZVPD.

Calculated values
- E_HOMO: -12.27 eV
- Charge: +1
- LUMO level: -3.46 eV
- SMILES: [H]/N=C/[C@H]([NH2+]CCCC)[C@]12C=C1C2
- Gap between HOMO and LUMO: 0.324 Eh

Each atom is followed by the atoms it is bonded to, with distances in Å.
CARTESIAN COORDINATES (ANGSTROEM)
1 C -2.8335 -1.4771 -1.0063  C2 1.516, C6 1.437, H13 1.100, H27 1.086
2 C -3.6134 -0.2811 -0.4980  C1 1.516, C3 1.291, C6 1.800
3 C -2.6480 0.5469 -0.2759  C2 1.291, C6 1.458, H14 1.081
4 C -1.6269 -0.7759 2.2942  C5 1.478, N11 1.264, H15 1.131
5 C -1.2607 -1.3349 0.9754  C4 1.478, C6 1.545, N12 1.495, H16 1.116
6 C -1.8724 -0.6880 -0.2871  C1 1.437, C2 1.800, C3 1.458, C5 1.545
7 C 3.2166 2.1523 -1.5836  C8 1.562, H17 1.127, H18 1.099, H19 1.051
8 C 2.0374 1.1284 -1.5477  C7 1.562, C9 1.591, H20 1.114, H21 1.146
9 C 1.9745 0.2682 -0.2105  C8 1.591, C10 1.514, H22 1.151, H23 1.039
10 C 0.5187 0.2443 0.2041  C9 1.514, N12 1.532, H24 1.074, H25 1.045
11 N -0.6252 -0.7124 3.0624  C4 1.264, H26 0.984
12 N 0.2077 -1.1440 0.7717  C5 1.495, C10 1.532, H28 1.133, H29 1.085
13 H -2.6933 -1.2891 -2.0808  C1 1.100
14 H -2.5653 1.5201 0.1872  C3 1.081
15 H -2.6450 -0.3147 2.4663  C4 1.131
16 H -1.5762 -2.4020 0.8841  C5 1.116
17 H 2.9493 2.9290 -0.8116  C7 1.127
18 H 3.2591 2.5881 -2.5919  C7 1.099
19 H 4.1662 1.7259 -1.4363  C7 1.051
20 H 1.0218 1.5218 -1.7807  C8 1.114
21 H 2.1448 0.3725 -2.4027  C8 1.146
22 H 2.2571 -0.8002 -0.5319  C9 1.151
23 H 2.7060 0.6699 0.4092  C9 1.039
24 H 0.3316 0.9482 0.9938  C10 1.074
25 H -0.0902 0.5211 -0.5989  C10 1.045
26 H -0.7228 -0.4359 4.0013  N11 0.984
27 H -3.2178 -2.4779 -0.8337  C1 1.086
28 H 0.3963 -1.0608 1.8859  N12 1.133
29 H 0.8037 -1.9425 0.3420  N12 1.085

Taken from the Mulliken analysis, the atomic charges in e are:
1. C -0.4806
2. C -0.5050
3. C -0.6353
4. C -0.3810
5. C 0.0127
6. C 0.3821
7. C -1.2570
8. C -0.4896
9. C -0.4326
10. C -0.4222
11. N -0.4617
12. N -0.2605
13. H 0.2886
14. H 0.4644
15. H 0.4236
16. H 0.4305
17. H 0.3192
18. H 0.3667
19. H 0.3681
20. H 0.3584
21. H 0.2804
22. H 0.1576
23. H 0.4875
24. H 0.2605
25. H 0.2342
26. H 0.2316
27. H 0.3436
28. H 0.4360
29. H 0.4798

Which of them is most stable, and which least? Most stable: <one>; least stable: <two>.

<one>
A 2-piece molecular cluster, C3H4NO2P overall, computed with ωB97M-V/def2-TZVPD.

Calculated values
- E_HOMO (spin up / spin down): -6.62 / -6.65 eV
- LUMO level (spin up / spin down): -0.78 / -0.73 eV
- Gap between HOMO and LUMO (spin up / spin down): 0.214 / 0.218 Eh

Each atom is followed by the atoms it is bonded to, with distances in Å.
CARTESIAN COORDINATES (ANGSTROEM)
1 C -0.3386 -0.3946 -1.1850  C2 1.342, C3 1.539, H8 1.025
2 C 0.7722 0.3045 -0.9059  C1 1.342, P7 1.842, H9 1.103
3 C -1.3410 -0.2580 -0.0249  C1 1.539, O6 1.415, H10 1.129, H11 1.104
4 N 2.6241 -0.1852 2.2094  O5 1.211
5 O 1.4858 0.2245 2.1664  N4 1.211
6 O -0.8293 0.6705 0.9128  C3 1.415, P7 1.591
7 P 0.4600 1.4907 0.4689  C2 1.842, O6 1.591
8 H -0.4312 -1.1264 -1.8964  C1 1.025
9 H 1.5517 0.4616 -1.6707  C2 1.103
10 H -2.3407 0.0684 -0.4350  C3 1.129
11 H -1.6128 -1.2560 0.3602  C3 1.104

Taken from the Mulliken analysis, the atomic charges in e are:
1. C -0.4336
2. C -0.3269
3. C -0.2182
4. N -0.0546
5. O -0.2077
6. O -0.2346
7. P 0.1529
8. H 0.4220
9. H 0.3635
10. H 0.2573
11. H 0.2798

<two>
A single C3H4NO2P molecule, computed with ωB97M-V/def2-TZVPD.

Calculated values
- E_HOMO: -8.54 eV
- LUMO level: 0.28 eV
- SMILES: O=C1C=CONP1
- Gap between HOMO and LUMO: 0.324 Eh

Each atom is followed by the atoms it is bonded to, with distances in Å.
CARTESIAN COORDINATES (ANGSTROEM)
1 C -0.1670 1.4091 0.2161  C2 1.326, C3 1.419, H8 1.154
2 C 0.6175 0.5257 0.8190  C1 1.326, O6 1.289, H9 1.182
3 C -0.8123 1.0373 -0.9920  C1 1.419, O5 1.209, P7 2.036
4 N 0.1350 -1.4812 -0.1655  O6 1.415, P7 1.841, H10 1.038
5 O -1.5411 1.6247 -1.7579  C3 1.209
6 O 1.0329 -0.6673 0.5649  C2 1.289, N4 1.415
7 P -0.2124 -0.7289 -1.8093  C3 2.036, N4 1.841, H11 1.419
8 H -0.2996 2.4911 0.5934  C1 1.154
9 H 1.3059 0.9286 1.6914  C2 1.182
10 H 0.5220 -2.4445 -0.1724  N4 1.038
11 H -1.5652 -0.9247 -2.1904  P7 1.419

Taken from the Mulliken analysis, the atomic charges in e are:
1. C -0.4849
2. C 0.2625
3. C 0.4637
4. N -0.3918
5. O -0.5272
6. O -0.1864
7. P 0.0084
8. H 0.2768
9. H 0.2334
10. H 0.2692
11. H 0.0764

Which of them is most stable, and which least? Most stable: <two>; least stable: <one>.